6 unconnected molecules or ions with the total composition C49H66NO5 in a non-equilibrium geometry. Source: the OMol25 dataset; level of theory: ωB97M-V with the def2-TZVPD basis set.

Calculated values
* LUMO level (spin up / spin down): 0.013 / 0.006 Eh
* orbital gap (spin up / spin down): 0.3284 / 0.3492 hartree
* E_tot: -2337.4033 Ha
* expectation value of S²: 0.75
* HOMO level (spin up / spin down): -8.59 / -9.34 eV
* max |F|: 4.332 eV/Å
* multiplicity: 2

XYZ file:
```
121
Properties=species:S:1:pos:R:3:forces:R:3
C 3.89458 -4.57808 3.07445 0.1191 1.0887 -0.3282
C 2.97526 -3.83936 1.98631 1.0466 -0.0169 0.5701
O 1.86596 -4.67341 1.52300 -0.1204 2.0537 0.3384
C 0.75093 -3.72845 1.33955 0.3568 0.2857 -0.0989
C -0.43940 -4.35898 0.46544 1.4129 -1.4382 0.6823
O -1.76259 -4.05083 0.94806 0.8050 0.8896 -1.7357
C -2.39680 -2.98070 0.21397 -0.1821 0.8471 -0.1209
C -2.16022 -1.50781 0.88243 -0.0496 -0.7110 -0.5686
C -0.85737 -0.93200 0.12853 -0.1832 0.9434 0.0231
C 0.08001 0.01512 0.98963 1.4582 -0.6884 -1.1668
O -0.45986 1.36108 1.07814 1.9097 0.0578 1.2157
C 0.38046 2.22944 1.81431 -1.6878 3.1901 2.2856
O -0.19203 3.09176 2.52627 1.8627 -2.9373 -2.5827
C 1.96952 2.24435 1.77891 0.6496 -1.9834 -1.2489
C 2.61863 1.23898 2.87557 0.0931 0.8554 0.2911
C -3.40013 -0.60719 0.41324 0.2082 -0.2250 -0.0715
C -4.68635 -0.60065 1.35522 -2.3832 1.7954 -1.6892
C -5.87686 -1.59386 0.85270 0.5518 0.7520 -0.3730
C -5.34158 0.88502 1.16961 0.3482 0.2011 -0.1278
N -4.43805 -0.72649 2.81498 2.2404 0.4901 -0.4823
O -4.04888 0.39402 3.37672 -0.8987 -0.9196 -0.5215
C -3.49713 -1.81422 3.18964 1.8864 -1.0378 1.9617
C -4.05692 -3.30214 3.06555 -1.0012 0.2271 0.5950
C -3.18668 -1.60210 4.77922 -0.4534 -1.2814 -0.5329
C -2.04783 -1.59144 2.47232 -0.9235 0.3158 0.5219
H 4.41152 -5.51361 2.68761 -0.9640 1.0898 0.5457
H 4.72820 -3.82550 3.33736 -1.1768 -1.1210 -0.3864
H 3.30226 -4.73830 4.03612 0.7716 -0.1285 -1.4082
H 2.60401 -2.87237 2.49688 0.3018 -1.4885 -0.7041
H 3.60048 -3.48389 1.08302 -0.8857 -0.6802 1.2384
H 1.22698 -2.81082 0.82346 -1.0726 -1.1901 0.6655
H 0.43559 -3.42354 2.39744 -0.0143 -0.3253 -1.5464
H -0.25487 -4.11559 -0.63091 -0.5838 -0.0902 1.2968
H -0.31901 -5.50323 0.55857 -0.1717 1.7208 -0.0662
H -1.99473 -2.87492 -0.86507 -0.5314 -0.4590 1.5432
H -3.49648 -3.24634 0.10827 1.3412 0.3936 0.4032
H -0.22097 -1.74564 -0.37385 -0.8970 1.1366 1.0699
H -1.25441 -0.29145 -0.74767 0.7270 -0.9282 1.2309
H 0.34382 -0.37058 2.02964 -0.7277 0.2918 -1.3472
H 1.08536 0.09114 0.42244 -1.4217 -0.2330 0.8028
H 2.42426 3.29127 1.85069 -1.2211 -1.4347 0.2054
H 2.32395 1.83039 0.76048 -0.6266 0.7247 1.3751
H 3.76079 1.18380 2.73569 -1.8078 0.1438 0.1260
H 2.41678 1.67233 3.91682 0.2736 -0.8176 -1.4105
H 2.20001 0.18242 2.81104 0.5286 1.4664 0.0614
H -3.73449 -1.00602 -0.61317 0.4335 0.5648 1.3558
H -3.05397 0.46996 0.22846 -0.4381 -1.5278 0.5301
H -6.66884 -1.63221 1.66653 1.0405 -0.2938 -1.0420
H -5.49758 -2.60574 0.50489 -0.6438 1.1165 0.7846
H -6.35437 -1.10123 -0.07399 0.7578 -0.7914 1.4460
H -6.10364 1.12026 1.98618 0.9780 -0.4938 -1.1480
H -5.84931 0.95301 0.14175 0.7843 -0.1411 1.4914
H -4.52596 1.69398 1.22652 -1.2886 -1.2905 -0.0151
H -3.33328 -4.05131 3.55040 -0.9005 1.2331 -1.0889
H -4.36726 -3.62545 2.02336 0.6650 0.3620 1.3548
H -5.01225 -3.34850 3.71389 1.3541 0.0866 -0.9933
H -2.85872 -2.63394 5.17039 -0.3126 1.6068 -0.4471
H -2.36726 -0.84164 4.97017 -1.3155 -0.8581 -0.1843
H -4.17506 -1.35320 5.28893 1.4873 -0.0805 -0.5284
H -1.38986 -2.43237 2.86900 -0.8167 0.9842 -0.8959
H -1.65230 -0.62761 2.96844 -0.6360 -1.2508 -1.2114
C -2.67921 1.25657 -4.37754 0.0142 -0.0697 -0.0173
C -2.04972 1.05895 -5.60227 -0.0017 -0.0502 0.0383
C -1.81385 -0.23223 -6.06378 -0.0654 -0.0130 0.0950
C -2.21659 -1.32657 -5.30437 0.0039 0.0782 0.0066
C -2.84940 -1.12889 -4.08133 0.0385 0.0543 -0.0097
C -3.07699 0.16223 -3.61568 0.0449 -0.0130 -0.0685
H -2.85994 2.26329 -4.01631 0.0128 -0.0796 -0.0266
H -1.74183 1.91215 -6.19744 -0.0184 -0.0702 0.0546
H -1.31699 -0.38591 -7.01573 -0.0341 0.0189 0.0625
H -2.03703 -2.33347 -5.66640 0.0003 0.0669 0.0301
H -3.16499 -1.98255 -3.48979 0.0157 0.0567 -0.0429
H -3.56560 0.31592 -2.65941 0.0194 0.0070 -0.0645
C -1.49459 -3.69845 -8.56045 0.0156 -0.0948 -0.0062
C -0.86520 -3.89607 -9.78518 -0.0043 -0.0469 0.0374
C -0.62939 -5.18707 -10.24650 -0.0559 0.0006 0.0844
C -1.03209 -6.28128 -9.48689 -0.0079 0.0972 0.0195
C -1.66482 -6.08357 -8.26389 0.0242 0.0403 -0.0235
C -1.89241 -4.79257 -7.79832 0.0530 0.0134 -0.0996
H -1.67539 -2.69142 -8.19937 -0.0034 -0.0674 -0.0353
H -0.55737 -3.04288 -10.38048 -0.0190 -0.0700 0.0512
H -0.13272 -5.34094 -11.19832 -0.0460 0.0132 0.0655
H -0.85262 -7.28795 -9.84873 -0.0135 0.0766 0.0321
H -1.98020 -6.93682 -7.67254 0.0308 0.0724 -0.0473
H -2.38098 -4.63886 -6.84212 0.0113 -0.0211 -0.0675
C 3.89532 -1.10441 5.84717 0.0120 0.0693 0.0677
C 4.97540 -0.25326 5.63581 -0.0503 0.0055 0.0375
C 5.37731 0.62403 6.63772 -0.0661 -0.0516 0.0276
C 4.70458 0.64328 7.85574 -0.0220 -0.0583 -0.0811
C 3.62687 -0.21048 8.06844 0.0337 0.0074 -0.0568
C 3.21923 -1.08136 7.06307 0.0697 0.0415 -0.0276
H 3.58002 -1.78627 5.06401 0.0270 0.0306 0.0530
H 5.50410 -0.27322 4.68837 -0.0383 0.0054 0.0694
H 6.21513 1.29215 6.47019 -0.0546 -0.0567 0.0150
H 5.02075 1.32385 8.63891 -0.0291 -0.0508 -0.0611
H 3.10357 -0.19639 9.01871 0.0382 0.0030 -0.0863
H 2.37563 -1.74290 7.22727 0.0602 0.0437 -0.0065
C 3.41209 4.60357 -1.54469 0.0311 -0.0249 -0.0142
C 2.69625 3.48309 -1.95343 0.0496 -0.0100 -0.0228
C 3.23742 2.61662 -2.89791 0.0654 0.0468 0.0317
C 4.50014 2.86614 -3.42695 -0.0418 0.0468 0.0665
C 5.21773 3.98492 -3.01539 -0.0682 -0.0116 0.0218
C 4.67236 4.85611 -2.07755 -0.0415 -0.0864 -0.0170
H 2.98775 5.28068 -0.81050 0.0299 -0.0209 -0.0628
H 1.71423 3.28520 -1.53555 0.0494 0.0261 -0.0455
H 2.67596 1.74653 -3.22116 0.0339 0.0589 0.0205
H 4.92453 2.18831 -4.15982 -0.0322 0.0547 0.0511
H 6.20290 4.17843 -3.42676 -0.0854 -0.0119 0.0288
H 5.22958 5.73103 -1.76100 -0.0458 -0.0596 -0.0158
C 1.98214 8.63829 1.63371 0.0014 0.0366 -0.0847
C 1.35850 7.65522 0.87207 0.0193 0.0239 -0.0282
C 0.98835 7.92286 -0.44218 0.0656 0.0656 0.0328
C 1.25087 9.17123 -0.99817 0.0234 -0.0296 0.0805
C 1.87784 10.15296 -0.23759 -0.0189 -0.0568 0.0266
C 2.23975 9.88844 1.07953 -0.0358 -0.0842 -0.0498
H 2.26752 8.43052 2.65942 -0.0306 0.0123 -0.0775
H 1.15980 6.67942 1.30358 -0.0220 0.0802 -0.0153
H 0.49610 7.15834 -1.03370 0.0371 0.0488 0.0402
H 0.96668 9.37835 -2.02432 0.0190 -0.0129 0.0789
H 2.08392 11.12577 -0.67169 -0.0235 -0.0782 0.0388
H 2.72357 10.65585 1.67387 -0.0300 -0.0541 -0.0436
```
Forces are in eV/Å.